# 1
The following is a quantum chemistry calculation of a structure of composition C26H38N5O8PTi in a non-equilibrium geometry, from OMol25.

Properties
spin multiplicity	3
<S²>	2.03
orbital gap (alpha / beta)	5.880 / 6.921	eV
LUMO energy (alpha / beta)	-0.013 / -0.695	eV
HOMO energy (alpha / beta)	-0.2165 / -0.2799	Ha

Structure (XYZ):
```
79
Properties=species:S:1:pos:R:3:lowdin_charge:R:1
Ti -0.176 -0.446 -1.385 1.093
C -3.731 -2.620 -0.287 -0.011
C -2.615 -1.629 -0.424 -0.255
N -1.391 -1.946 -0.836 -0.064
C -0.952 -3.327 -0.921 -0.171
C 0.395 -3.403 -0.205 -0.178
N 1.203 -2.309 -0.743 -0.139
C 2.609 -2.313 -0.348 -0.166
C 3.244 -0.964 -0.735 -0.168
N 2.430 -0.306 -1.752 -0.089
C 2.767 1.088 -2.023 -0.167
C 1.471 1.868 -2.254 -0.169
N 0.477 1.440 -1.290 -0.104
C -0.308 2.331 -0.665 -0.290
C -0.045 3.807 -0.607 -0.020
C -1.513 1.779 -0.157 -0.234
C -2.636 2.490 0.298 -0.020
C -3.824 1.809 0.511 -0.067
C -3.907 0.443 0.282 -0.022
C -2.757 -0.242 -0.136 -0.232
N -1.574 0.421 -0.285 -0.045
H -3.788 -3.254 -1.173 0.092
H -4.684 -2.112 -0.171 0.070
H -3.583 -3.268 0.581 0.090
H -0.821 -3.613 -1.971 0.130
H -1.655 -4.022 -0.462 0.114
H 0.863 -4.383 -0.365 0.129
H 0.255 -3.248 0.864 0.106
H 1.186 -2.437 -1.755 0.084
H 3.142 -3.143 -0.825 0.124
H 2.678 -2.453 0.731 0.109
H 4.281 -1.112 -1.058 0.125
H 3.261 -0.316 0.138 0.087
H 2.456 -0.836 -2.618 0.124
H 3.434 1.200 -2.882 0.127
H 3.274 1.502 -1.149 0.107
H 1.089 1.656 -3.262 0.129
H 1.676 2.939 -2.213 0.113
H 1.023 4.020 -0.548 0.072
H -0.519 4.237 0.273 0.076
H -0.446 4.314 -1.490 0.101
H -2.596 3.563 0.417 0.105
H -4.703 2.354 0.827 0.109
H -4.845 -0.077 0.405 0.100
O -1.183 -0.332 -7.468 0.157
C -0.982 -0.359 -6.287 -0.245
C -1.686 0.506 -5.241 -0.269
O -2.430 1.432 -5.464 0.126
C -1.190 0.004 -3.956 -0.256
C -0.216 -0.968 -4.151 -0.255
O 0.357 -1.429 -3.071 -0.159
C 0.025 -1.237 -5.557 -0.288
O 0.860 -1.960 -6.060 0.103
O -1.436 0.354 -2.741 -0.061
C 2.165 2.802 2.774 -0.061
C 2.485 1.809 1.670 -0.285
O 2.133 0.469 2.026 -0.312
P 0.686 -0.206 1.685 0.916
O 0.940 -1.620 2.443 -0.322
C 1.760 -1.838 3.600 -0.269
C 1.212 -1.219 4.872 -0.072
O -0.116 0.660 2.821 -0.312
C -1.465 0.466 3.242 -0.278
C -1.937 1.745 3.906 -0.062
H 2.505 3.796 2.479 0.080
H 2.672 2.517 3.696 0.081
H 1.093 2.827 2.958 0.062
H 3.562 1.788 1.488 0.119
H 1.974 2.094 0.748 0.083
H 2.765 -1.460 3.405 0.109
H 1.808 -2.924 3.701 0.118
H 1.181 -0.134 4.786 0.069
H 1.856 -1.495 5.707 0.081
H 0.205 -1.586 5.076 0.075
H -1.491 -0.354 3.967 0.107
H -2.099 0.190 2.401 0.094
H -1.290 1.982 4.752 0.078
H -2.960 1.631 4.266 0.081
H -1.906 2.566 3.196 0.065
```

# 2
The following is a quantum chemistry calculation of a structure of composition C26H38NO3S4SbSc, from OMol25.

Properties
spin multiplicity	1
orbital gap	6.979	eV
LUMO energy	2.432	eV
HOMO energy	-0.1671	Ha
net charge	-1

Structure (XYZ):
```
74
Properties=species:S:1:pos:R:3:lowdin_charge:R:1
Sc 0.179 -0.100 0.419 0.333
S -0.246 2.109 1.709 -0.033
S -1.454 1.243 3.159 -0.099
S -0.985 -0.754 3.025 -0.107
S -1.825 -1.427 1.257 -0.012
C 2.291 -2.084 -2.183 0.007
C 0.913 -1.463 -2.361 -0.501
C 0.189 -2.006 -3.577 -0.010
O 0.100 -1.703 -1.189 -0.139
C 1.076 0.072 -2.434 -0.601
O 1.247 0.582 -3.529 0.059
O 1.045 0.671 -1.295 -0.152
H 2.208 -3.171 -2.085 0.093
H 2.775 -1.684 -1.292 0.077
H 2.907 -1.862 -3.054 0.101
H 0.092 -3.092 -3.503 0.087
H 0.742 -1.753 -4.480 0.089
H -0.806 -1.566 -3.648 0.089
H 0.214 -2.599 -0.851 0.101
C -4.670 3.565 -0.593 -0.154
C -3.669 2.571 -0.016 -0.572
C -4.409 1.387 0.603 -0.179
Sb -2.099 1.824 -1.329 1.499
C -0.857 3.598 -1.576 -0.569
C -0.187 3.618 -2.946 -0.145
C -1.523 4.929 -1.255 -0.152
C -3.063 1.788 -3.294 -0.575
C -4.062 0.632 -3.324 -0.176
C -3.692 3.060 -3.852 -0.148
H -5.307 3.958 0.210 0.073
H -5.333 3.074 -1.310 0.058
H -4.202 4.413 -1.092 0.046
H -3.083 3.058 0.770 0.054
H -4.965 0.829 -0.159 0.064
H -5.135 1.738 1.345 0.075
H -3.734 0.690 1.096 -0.005
H -0.086 3.416 -0.825 0.034
H -0.909 3.805 -3.747 0.056
H 0.333 2.685 -3.168 0.044
H 0.553 4.426 -2.986 0.076
H -2.305 5.178 -1.977 0.055
H -0.780 5.735 -1.295 0.073
H -1.964 4.939 -0.257 0.063
H -2.210 1.523 -3.930 0.072
H -4.922 0.842 -2.682 0.059
H -3.615 -0.303 -2.977 0.057
H -4.445 0.466 -4.337 0.068
H -4.603 3.327 -3.316 0.051
H -3.968 2.912 -4.904 0.072
H -3.017 3.915 -3.808 0.045
N 1.803 -1.048 1.190 0.016
C 3.035 -1.129 1.411 -0.332
C 3.981 0.003 1.104 -0.177
C 5.184 -0.222 0.439 -0.056
C 5.995 0.842 0.068 -0.093
C 5.620 2.141 0.380 -0.101
C 4.429 2.370 1.057 -0.075
C 3.612 1.309 1.411 -0.029
C 3.652 -2.411 1.921 -0.162
C 2.959 -3.606 1.747 -0.033
C 3.465 -4.798 2.236 -0.090
C 4.672 -4.812 2.925 -0.108
C 5.363 -3.625 3.119 -0.093
C 4.860 -2.434 2.613 -0.045
H 5.481 -1.236 0.196 0.113
H 6.917 0.655 -0.470 0.095
H 6.252 2.973 0.092 0.094
H 4.127 3.382 1.300 0.102
H 2.670 1.486 1.915 0.073
H 2.001 -3.564 1.243 0.102
H 2.914 -5.720 2.091 0.097
H 5.066 -5.743 3.315 0.093
H 6.298 -3.626 3.667 0.096
H 5.404 -1.510 2.769 0.111
```

# 3
The following is a quantum chemistry calculation of a structure of composition C26H39AsN3O6S2Si3W in a non-equilibrium geometry, from OMol25.

Properties
spin multiplicity	1
orbital gap (alpha / beta)	4.850 / 4.852	eV
LUMO energy (alpha / beta)	-4.317 / -4.314	eV
HOMO energy (alpha / beta)	-0.3369 / -0.3368	Ha
net charge	+1

Structure (XYZ):
```
81
Properties=species:S:1:pos:R:3:lowdin_charge:R:1
W 0.770 -0.156 0.603 1.193
O 2.007 0.532 -3.281 0.147
C 1.318 0.363 -2.306 -0.496
O 1.779 0.250 -1.055 -0.321
C -0.177 0.298 -2.273 -0.123
C -1.051 0.668 -3.261 0.049
C -2.419 0.820 -2.944 0.013
C -2.809 0.746 -1.619 0.033
C -1.893 0.352 -0.651 -0.165
N -0.592 -0.030 -0.994 0.034
C -2.068 0.350 0.790 -0.497
O -3.030 0.727 1.430 0.150
O -0.939 -0.182 1.379 -0.360
H -0.664 0.881 -4.244 0.135
H -3.134 1.058 -3.714 0.121
H -3.811 0.991 -1.304 0.137
O -0.587 2.865 -0.127 0.040
C -0.815 3.654 0.982 -0.219
C -1.518 4.844 0.892 -0.007
C -1.794 5.570 2.039 -0.056
C -1.392 5.099 3.282 -0.067
C -0.684 3.919 3.380 0.003
C -0.364 3.202 2.231 -0.081
C 0.382 1.957 2.268 -0.413
O 0.993 1.552 1.159 -0.331
N 0.444 1.247 3.352 0.052
N 1.014 -0.020 3.179 -0.151
C 1.381 -0.550 4.316 -0.926
S 1.440 0.370 5.791 0.972
C 1.984 -1.046 6.826 -0.489
C 2.795 -1.989 5.969 -0.472
S 1.876 -2.211 4.397 0.899
H -0.946 3.312 -0.906 0.124
H -1.857 5.194 -0.075 0.119
H -2.340 6.499 1.969 0.112
H -1.628 5.660 4.172 0.108
H -0.373 3.532 4.336 0.119
H 1.088 -1.526 7.218 0.080
H 2.574 -0.633 7.641 0.084
H 2.905 -2.976 6.416 0.087
H 3.780 -1.574 5.740 0.080
C 3.637 -4.647 2.701 -0.225
Si 3.013 -4.404 0.876 0.456
C 1.978 -5.898 0.199 -0.195
C 4.524 -4.077 -0.284 -0.221
As 1.768 -2.198 0.614 0.821
Si -1.209 -2.637 1.389 0.679
C -0.631 -4.150 2.431 -0.215
C -2.859 -2.190 2.256 -0.164
C -1.608 -2.991 -0.472 -0.204
Si 3.509 0.603 1.512 0.639
C 3.628 2.227 2.539 -0.176
C 4.455 0.869 -0.144 -0.211
C 4.588 -0.690 2.474 -0.219
H 4.325 -5.481 2.796 0.033
H 2.815 -4.816 3.388 -0.004
H 4.160 -3.750 3.022 -0.003
H 2.578 -6.800 0.143 0.034
H 1.627 -5.664 -0.803 0.026
H 1.109 -6.126 0.806 0.008
H 5.031 -4.989 -0.575 0.030
H 5.253 -3.426 0.192 0.019
H 4.167 -3.572 -1.180 0.018
H -0.635 -3.924 3.492 0.018
H 0.358 -4.510 2.165 -0.041
H -1.354 -4.944 2.279 0.040
H -2.703 -1.539 3.114 0.046
H -3.363 -3.086 2.611 0.046
H -3.548 -1.662 1.599 0.030
H -0.739 -2.999 -1.134 0.006
H -2.331 -2.275 -0.858 0.018
H -2.077 -3.967 -0.539 0.035
H 3.136 3.054 2.030 0.030
H 4.671 2.501 2.688 0.039
H 3.171 2.124 3.522 0.012
H 4.010 1.655 -0.752 0.026
H 4.500 -0.032 -0.754 0.023
H 5.474 1.166 0.096 0.029
H 4.173 -0.948 3.441 -0.026
H 5.562 -0.243 2.649 0.031
H 4.725 -1.612 1.909 -0.009
```

It is found that the energy above the lowest of the compared OMol25 structures with the same formula, charge and spin values, taken in the order of the records, are 64.31; 0.00; 544.48 kJ/mol.